This record from OMol25 describes a single C5H8N4O2S molecule at a distorted geometry. The level of theory is ωB97M-V/def2-TZVPD.

Structure (SMILES)   CCOC(=O)c1n[nH]s/c1=N/N
Energy relative to the best compared isomer or geometry (same formula, charge and spin)   3.8419 eV
Net charge   0

Each line ends with the Mulliken charge.
Atoms and positions in Å:
C: -3.0436 -0.0019 0.6942  -1.019
C: -2.3294 -0.8655 -0.3208  -0.248
O: -1.0032 -1.1832 -0.0401  -0.351
C: -0.1347 -0.2071 -0.2603  0.520
O: -0.4984 0.8689 -0.7373  -0.703
C: 1.2584 -0.5703 -0.0943  0.439
N: 1.6027 -1.7525 -0.1090  -0.289
N: 2.9560 -1.9884 0.2301  -0.343
S: 3.8629 -0.5354 0.0286  -0.055
C: 2.4075 0.4174 0.0509  0.596
N: 2.5231 1.6873 0.1776  -0.468
N: 1.5466 2.6413 0.0788  -0.449
H: -4.1366 -0.1973 0.4827  0.337
H: -2.7607 -0.3194 1.7507  0.271
H: -2.8787 1.1267 0.6478  0.269
H: -2.8631 -1.7788 -0.3677  0.368
H: -2.3026 -0.3420 -1.2867  0.291
H: 3.2071 -2.7777 -0.4769  0.313
H: 1.9565 3.4562 -0.2352  0.231
H: 0.6302 2.3217 -0.2130  0.289